# 1
{"formula": "C26H27LiN2P", "method": "wB97M-V/def2-TZVPD", "species": ["P", "N", "N", "C", "C", "C", "C", "C", "C", "C", "C", "C", "C", "C", "C", "C", "C", "C", "C", "C", "C", "C", "C", "C", "C", "C", "C", "C", "C", "Li", "H", "H", "H", "H", "H", "H", "H", "H", "H", "H", "H", "H", "H", "H", "H", "H", "H", "H", "H", "H", "H", "H", "H", "H", "H", "H", "H"], "coordinates": [[1.0437, -0.2220, -0.1834], [-2.7119, -3.1589, -1.4595], [-3.2205, -0.4991, -0.6893], [-2.0211, 0.7509, 4.1425], [1.6806, 0.8128, 4.2778], [2.7441, -0.3917, -0.8291], [-2.2150, 0.5035, 2.7595], [-2.5161, -2.7097, -0.0256], [-3.5009, -0.9009, -2.0655], [3.5055, 0.6850, -1.2804], [0.2940, 1.2461, -2.4413], [0.2470, 2.5357, -0.4071], [4.8082, 0.4871, -1.7179], [4.6139, -1.8642, -1.2564], [2.7551, 0.6796, 3.4511], [-0.1361, 2.3514, -3.1585], [-2.5349, -2.0145, -2.4294], [-0.3902, 3.5519, -2.4979], [3.3076, -1.6665, -0.8276], [0.5085, 1.3290, -1.0563], [-3.4755, -1.5785, 0.2665], [5.3641, -0.7863, -1.7044], [0.3582, 0.6932, 3.7779], [2.5578, 0.4064, 2.0787], [0.1342, 0.4277, 2.4002], [1.2937, 0.2812, 1.5610], [-0.2031, 3.6406, -1.1285], [-1.1927, 0.3343, 1.8455], [-0.7569, 0.8460, 4.6412], [-1.3357, 0.4138, -0.0916], [-1.5058, -1.6763, -2.3076], [-4.5378, -1.2386, -2.1986], [-2.0672, -3.9155, -1.6847], [-2.6843, -2.3905, -3.4377], [3.7628, 0.7748, 3.8366], [3.0869, 1.6841, -1.2841], [0.5076, 0.3144, -2.9586], [3.4267, 0.2860, 1.4445], [2.7216, -2.5091, -0.4773], [-3.7351, 0.3351, -0.4280], [1.8211, 1.0173, 5.3344], [-0.2667, 2.2842, -4.2318], [-2.6754, -3.5676, 0.6226], [-3.6558, -3.5355, -1.5586], [6.3817, -0.9369, -2.0428], [-4.5168, -1.9274, 0.2309], [-3.2573, 0.4806, 2.4277], [0.4068, 2.6114, 0.6622], [-0.3964, 4.5733, -0.6141], [5.0433, -2.8581, -1.2441], [-0.5857, 1.0474, 5.6927], [-0.7287, 4.4161, -3.0554], [-3.2528, -1.2257, 1.2723], [-3.3305, -0.0722, -2.7503], [-2.8755, 0.8774, 4.7984], [-1.4851, -2.3625, 0.0634], [5.3927, 1.3300, -2.0644]], "forces_ev_per_angstrom": [[0.1422, 0.1726, 0.1029], [-0.0149, 0.1286, 0.0241], [0.2066, 0.3332, -0.0354], [0.0079, -0.0046, -0.0670], [-0.0699, 0.0038, 0.0167], [-0.0499, -0.0856, -0.0738], [0.0041, 0.0546, 0.0533], [0.0214, 0.0577, -0.0246], [0.0868, -0.1568, 0.1876], [0.0565, -0.0008, -0.0121], [-0.0136, 0.0422, 0.0814], [0.0273, -0.0401, 0.0054], [-0.0400, -0.0174, 0.0152], [-0.0483, 0.0124, 0.0133], [0.0238, -0.0160, -0.0902], [-0.0046, -0.0062, 0.0366], [0.0470, 0.0190, 0.1164], [0.0061, -0.0411, -0.0305], [0.0402, -0.0008, -0.0211], [-0.0113, -0.0877, 0.0613], [0.1075, 0.0075, -0.0681], [-0.0173, 0.0222, 0.0070], [-0.0007, 0.0032, 0.0068], [0.0726, 0.0133, 0.0729], [-0.0341, -0.0293, 0.0014], [-0.0732, -0.0296, 0.0130], [0.0050, -0.0462, 0.0199], [0.2489, -0.0199, 0.3712], [0.0240, -0.0038, -0.0269], [-0.5079, -0.0495, -0.5507], [0.0316, -0.0113, -0.0264], [-0.0266, -0.0246, -0.0297], [0.0676, 0.0031, -0.0005], [-0.0533, -0.0519, -0.0198], [-0.0326, -0.0030, -0.0221], [-0.0027, -0.0080, 0.0014], [0.0029, 0.0263, 0.0023], [-0.0095, 0.0011, 0.0159], [0.0128, -0.0050, -0.0028], [-0.1716, -0.0882, -0.0423], [-0.0090, -0.0110, -0.0489], [0.0013, 0.0015, 0.0282], [-0.0278, -0.0381, -0.0185], [-0.0352, -0.0470, -0.0201], [-0.0310, 0.0050, 0.0084], [-0.0175, -0.0271, -0.0401], [0.0238, 0.0119, 0.0271], [-0.0036, 0.0037, -0.0116], [0.0071, -0.0200, 0.0016], [-0.0131, 0.0214, 0.0043], [0.0112, -0.0089, -0.0228], [0.0099, -0.0252, 0.0057], [-0.0085, 0.0208, -0.0160], [0.0025, 0.0585, 0.0322], [0.0178, -0.0060, -0.0245], [0.0265, 0.0030, 0.0046], [-0.0154, -0.0162, 0.0079]], "nbo_charge": [0.700, -0.496, -0.664, -0.221, -0.149, -0.252, -0.289, -0.239, -0.248, -0.235, -0.250, -0.259, -0.203, -0.197, -0.226, -0.216, -0.232, -0.201, -0.235, -0.318, -0.272, -0.195, -0.120, -0.240, 0.007, -0.264, -0.189, -0.583, -0.190, 0.832, 0.239, 0.189, 0.441, 0.238, 0.220, 0.220, 0.214, 0.219, 0.212, 0.405, 0.214, 0.223, 0.241, 0.426, 0.224, 0.185, 0.162, 0.247, 0.229, 0.221, 0.211, 0.227, 0.293, 0.247, 0.211, 0.259, 0.224], "multiplicity": 1, "total_charge": 1, "energy_ha": -1465.1272}

# 2
{"formula": "C26H27MnN5OP", "method": "wB97M-V/def2-TZVPD", "species": ["Mn", "P", "O", "N", "N", "N", "N", "N", "C", "C", "C", "C", "C", "C", "C", "C", "C", "C", "C", "C", "C", "C", "C", "C", "C", "C", "C", "C", "C", "C", "C", "C", "C", "C", "H", "H", "H", "H", "H", "H", "H", "H", "H", "H", "H", "H", "H", "H", "H", "H", "H", "H", "H", "H", "H", "H", "H", "H", "H", "H", "H"], "coordinates": [[0.1543, -0.1869, 0.7592], [-1.6566, -0.8598, -0.5513], [2.1621, -0.3049, 1.5368], [1.7560, 0.2489, -0.5571], [0.4898, -2.1932, 0.3868], [1.9456, 0.8418, -2.8304], [3.7970, 0.6330, -1.4004], [-0.7709, -1.9203, -1.5333], [-0.2243, 0.4144, 2.9953], [0.0985, -2.7250, -0.7860], [-5.0850, -3.0060, 0.4302], [-4.1541, -2.1088, -0.2069], [-2.5559, -2.6094, 1.4778], [0.6587, 1.4108, 2.4668], [1.7204, -4.1964, 0.8396], [-2.1230, 0.3759, -2.9872], [2.4949, 0.5890, -1.6546], [-1.3899, 0.4429, 2.2385], [-3.9365, 1.9039, -3.3888], [2.6254, 0.0391, 0.4413], [4.0383, 0.2677, -0.0086], [-2.8970, -1.8952, 0.3233], [1.3386, -4.7171, -0.3948], [-4.7377, -3.6937, 1.5888], [-3.7058, 0.8762, -1.2290], [1.2821, -2.9404, 1.1898], [4.8532, 0.9319, -2.3655], [0.5117, -3.9803, -1.2177], [-2.8118, 1.2265, -3.8398], [-4.3836, 1.7284, -2.0850], [-2.5627, 0.1993, -1.6736], [-1.2086, 1.4183, 1.1829], [-3.4839, -3.5019, 2.1136], [0.0724, 1.9826, 1.3313], [-1.5632, -2.5107, 1.9002], [2.4963, 1.1072, -3.6311], [1.5594, -2.4878, 2.1298], [-6.0714, -3.1364, 0.0011], [-4.4760, 2.5598, -4.0584], [2.3456, -4.7572, 1.5188], [-5.4427, -4.3617, 2.0644], [5.0660, 0.0666, -2.9929], [-5.2678, 2.2474, -1.7408], [4.5171, 1.0766, 0.5484], [0.1759, -4.3654, -2.1709], [0.4861, 2.7714, 0.7232], [-4.4605, -1.6015, -1.1133], [1.6177, 1.6715, 2.8828], [-4.0867, 0.7285, -0.2238], [1.6732, -5.6990, -0.7026], [4.6474, -0.6342, 0.0825], [-0.0344, -0.2033, 3.8592], [5.7501, 1.2081, -1.8179], [-1.9710, 1.7630, 0.5075], [4.5666, 1.7862, -2.9781], [-2.4793, 1.3508, -4.8613], [-1.2586, -0.1621, -3.3579], [-2.3015, -0.0935, 2.4492], [0.9436, 0.8619, -2.9115], [-3.1850, -4.0312, 3.0098], [-1.2113, -2.3678, -2.3270]], "forces_ev_per_angstrom": [[1.1874, 0.0866, 1.3748], [-1.1576, -0.5951, -0.0986], [-0.2374, -0.1840, 0.1937], [-0.3861, 0.0132, 0.2637], [-0.0550, 0.1965, -0.0945], [0.0715, -0.0283, 0.2315], [-0.2879, -0.0728, 0.0562], [0.6290, -0.0395, 0.3418], [-0.3049, -0.3352, -0.3390], [-0.3332, 0.1319, -0.4331], [1.0986, 1.0656, -0.7849], [-1.9270, -1.0252, 0.2493], [-0.7835, -1.0289, 0.9755], [0.2758, -0.0393, -0.0117], [-0.0876, 0.2557, 0.1333], [0.0823, 0.1120, -0.0620], [0.1415, 0.2307, -0.5550], [-0.1459, -0.0315, 0.0492], [-0.0017, -0.0103, -0.0167], [0.1471, -0.0158, -0.6126], [-0.0276, -0.0019, -0.0287], [0.6143, -0.0233, 0.5792], [-0.0440, -0.0025, -0.0579], [-0.3548, 0.4106, -0.6783], [0.0444, 0.0833, 0.1443], [0.1314, -0.1979, 0.2372], [0.0389, 0.0375, -0.0422], [-0.0017, 0.1178, 0.0858], [0.0229, -0.0647, -0.0114], [0.0229, -0.0388, 0.0151], [0.2067, 0.0492, 0.0460], [-0.3535, -0.0101, -0.2045], [1.9233, 1.1545, -0.5009], [-0.1717, 0.1269, -0.2494], [-0.0780, -0.0317, 0.1543], [0.0272, 0.0014, -0.0306], [0.0372, -0.0686, 0.0154], [0.1154, 0.0568, -0.0744], [0.0084, 0.0145, -0.0061], [-0.0002, 0.0202, 0.0207], [-0.0119, 0.0073, -0.0099], [0.0058, 0.0129, 0.0045], [-0.0073, -0.0168, 0.0126], [0.0145, -0.0198, 0.0201], [-0.0178, 0.0190, 0.0050], [0.0495, -0.0360, -0.0358], [-0.1207, -0.0872, 0.0510], [0.0633, -0.0292, 0.0261], [0.0275, -0.0118, -0.0208], [-0.0024, -0.0098, -0.0025], [0.0065, -0.0134, 0.0339], [0.0574, -0.0765, -0.0053], [0.0141, -0.0144, -0.0083], [-0.0956, 0.0617, -0.1120], [0.0155, -0.0017, -0.0032], [-0.0049, -0.0099, -0.0101], [0.0084, -0.0150, -0.0141], [0.0088, -0.1402, -0.1115], [-0.0623, -0.0074, -0.0402], [0.0970, 0.0696, -0.0452], [-0.1320, -0.0011, -0.0085]], "lowdin_charge": [0.635, 1.075, 0.005, 0.139, -0.003, 0.269, -0.054, -0.063, -0.002, -0.345, -0.003, -0.058, -0.092, 0.015, -0.002, -0.090, -0.335, -0.078, -0.014, -0.414, 0.037, -0.333, 0.014, -0.041, -0.106, -0.080, 0.035, 0.037, -0.037, -0.024, -0.357, -0.114, -0.029, -0.057, 0.080, 0.138, 0.125, 0.123, 0.131, 0.133, 0.130, 0.116, 0.130, 0.168, 0.136, 0.151, 0.105, 0.156, 0.119, 0.140, 0.169, 0.156, 0.114, 0.117, 0.107, 0.125, 0.092, 0.137, 0.115, 0.120, 0.136], "multiplicity": 2, "total_charge": 3, "de_lowest_kcal_mol": 0.0, "energy_ha": -2847.4106}